Entry P
Formula: C4H11NSi
Source: the OMol25 dataset
Level of theory: ωB97M-V with the def2-TZVPD basis set

Positions of all 17 atoms, in Å:
C 3.1257 0.1040 0.8013
C -1.4833 1.3127 0.9999
C -0.4291 -1.7874 0.3952
C -0.8753 0.5777 -1.9346
N 2.4171 0.6949 -0.0130
Si -0.5255 0.0592 -0.0408
H 4.2367 0.1741 0.5911
H 2.9947 -0.8928 1.2473
H -0.8960 1.5461 1.9378
H -1.6689 2.1360 0.2886
H -2.3486 0.9217 1.4621
H -1.5016 -2.1603 0.4390
H 0.0504 -2.2112 -0.5598
H 0.0620 -2.1516 1.3594
H -0.6645 -0.3890 -2.4710
H -2.0028 0.6756 -2.0282
H -0.4911 1.3902 -2.4744

The value obtained for the HOMO-LUMO gap (spin up / spin down) is 8.28 / 6.61 eV. As for the spin multiplicity: 1.

Charges obtained by natural (NBO) population analysis, quoted in units of e:
1. C -0.20
2. C -1.16
3. C -1.17
4. C -1.09
5. N -0.44
6. Si 1.53
7. H 0.15
8. H 0.15
9. H 0.26
10. H 0.25
11. H 0.24
12. H 0.24
13. H 0.26
14. H 0.27
15. H 0.23
16. H 0.22
17. H 0.25

=====

Entry Q
Formula: C4H11NSi
Source: the OMol25 dataset
Level of theory: ωB97M-V with the def2-TZVPD basis set

Positions of all 17 atoms, in Å:
C 2.8924 0.6485 0.1074
C 2.0776 -0.3478 -0.1826
C -1.4578 -1.8608 0.0160
C -1.2135 1.0600 -1.2535
N -0.7540 0.5552 1.7377
Si -0.6031 -0.1078 0.1991
H 3.9928 0.5552 -0.0040
H 2.6794 1.8062 0.0847
H 2.2595 -1.3326 -0.2349
H -2.1678 -2.0594 0.7619
H -1.7869 -1.7108 -0.9622
H -0.5954 -2.6730 -0.0391
H -1.9841 1.8143 -1.0368
H -0.3133 1.6379 -1.6141
H -1.6698 0.4151 -1.8917
H -1.2650 0.2782 2.5083
H -0.0910 1.3218 1.8036

The value obtained for the HOMO-LUMO gap is 8.71 eV. As for the spin multiplicity: 1.

Charges obtained by natural (NBO) population analysis, quoted in units of e:
1. C -0.49
2. C -0.39
3. C -1.09
4. C -1.11
5. N -1.33
6. Si 1.66
7. H 0.18
8. H 0.19
9. H 0.16
10. H 0.24
11. H 0.22
12. H 0.25
13. H 0.24
14. H 0.25
15. H 0.22
16. H 0.41
17. H 0.41

=====

From most stable to least stable, the computed energies give entry Q, entry P.

=====

Entry P
Formula: C9H14
Source: the OMol25 dataset
Level of theory: ωB97M-V with the def2-TZVPD basis set

Positions of all 23 atoms, in Å:
C -1.4115 2.3632 -1.0659
C 1.5900 0.6295 -2.8263
C 0.5776 1.4973 -2.5235
C 1.8396 -0.3634 -1.8992
C -0.3158 1.2370 -1.3643
C 0.9972 -0.5597 -0.8309
C -0.2107 0.0359 -0.5622
H 2.2529 0.9831 -3.6183
H 0.3199 2.4727 -3.0831
H 2.7793 -0.9883 -2.0843
H 1.4187 -1.3390 -0.1789
H -1.3469 3.3528 -1.5527
H -1.5498 2.5602 0.1123
H -0.8999 -0.2561 0.1098
H -2.5085 2.1229 -1.3589
C 0.2983 -1.4130 2.8910
C -1.0664 -2.0664 2.7774
H 0.5770 -0.8634 2.0518
H 0.1359 -0.5715 3.6457
H 1.0904 -2.2342 3.1406
H -1.7065 -1.3798 2.1719
H -1.5454 -2.1952 3.7336
H -1.3151 -3.0246 2.3143

The value obtained for the HOMO-LUMO gap is 9.77 eV. As for the spin multiplicity: 1. As for the SMILES: Cc1ccccc1.CC.

Charges obtained by natural (NBO) population analysis, quoted in units of e:
1. C -0.66
2. C -0.22
3. C -0.23
4. C -0.23
5. C 0.02
6. C -0.19
7. C -0.23
8. H 0.22
9. H 0.22
10. H 0.22
11. H 0.21
12. H 0.22
13. H 0.22
14. H 0.22
15. H 0.22
16. C -0.61
17. C -0.62
18. H 0.20
19. H 0.21
20. H 0.21
21. H 0.19
22. H 0.20
23. H 0.21

=====

Entry Q
Formula: C9H14
Source: the OMol25 dataset
Level of theory: ωB97M-V with the def2-TZVPD basis set

Positions of all 23 atoms, in Å:
C 0.7217 -1.5240 -1.5594
C 0.4288 1.8692 -0.0046
C 1.5106 1.8964 0.8571
C 0.1489 0.6993 -0.7081
C 1.0021 -0.3972 -0.6178
C 2.3346 0.7804 0.9703
C 2.0323 -0.4048 0.3061
H -0.2373 2.7213 -0.0925
H 1.6333 2.6485 1.6291
H -0.7353 0.6528 -1.3294
H 3.2778 0.8562 1.4896
H 1.2927 -2.4615 -1.5313
H 0.8661 -1.2552 -2.6157
H 2.5676 -1.3302 0.4712
H -0.3339 -1.8202 -1.5073
C -3.7711 -0.7898 0.8532
C -2.5926 -1.1473 -0.0368
H -3.8002 0.2516 1.1802
H -4.7264 -0.8945 0.3304
H -3.9251 -1.3999 1.7419
H -2.5972 -2.1872 -0.3472
H -2.5797 -0.4931 -0.9107
H -1.6966 -0.9859 0.5622

The value obtained for the HOMO-LUMO gap is 9.89 eV. As for the spin multiplicity: 1. As for the SMILES: Cc1ccccc1.CC.

Charges obtained by natural (NBO) population analysis, quoted in units of e:
1. C -0.64
2. C -0.19
3. C -0.24
4. C -0.21
5. C -0.02
6. C -0.20
7. C -0.22
8. H 0.21
9. H 0.21
10. H 0.21
11. H 0.21
12. H 0.22
13. H 0.22
14. H 0.21
15. H 0.22
16. C -0.61
17. C -0.61
18. H 0.20
19. H 0.20
20. H 0.20
21. H 0.20
22. H 0.20
23. H 0.21

=====

Entry R
Formula: C9H14
Source: the OMol25 dataset
Level of theory: ωB97M-V with the def2-TZVPD basis set

Positions of all 23 atoms, in Å:
C 2.1102 0.8674 -0.9543
C 2.9402 -0.2012 -0.2816
H 1.4754 1.4722 -0.2466
H 2.8663 1.6023 -1.3944
H 1.4306 0.5131 -1.7634
H 2.7177 -0.4604 0.8377
H 3.9887 0.1298 -0.3124
H 2.8066 -1.2472 -0.7594
C -0.5576 -1.2597 -1.3535
C -1.5616 0.7351 -0.4139
C -0.8509 -0.3968 -0.1563
C -2.1328 1.4276 0.6561
C -2.3010 0.8506 1.8717
C -0.8634 -0.9442 1.1012
C -1.5275 -0.3058 2.1378
H -1.9371 0.9682 -1.4378
H -2.4705 2.4376 0.3501
H 0.1219 -2.1385 -1.0900
H 0.0771 -0.8345 -2.1686
H -3.0913 1.1073 2.7125
H -0.1490 -1.8023 1.3633
H -1.6616 -0.7654 3.1805
H -1.4304 -1.7552 -1.8786

The value obtained for the HOMO-LUMO gap is 10.09 eV. As for the spin multiplicity: 1. As for the SMILES: Cc1ccccc1.CC.

Charges obtained by natural (NBO) population analysis, quoted in units of e:
1. C -0.63
2. C -0.63
3. H 0.22
4. H 0.20
5. H 0.21
6. H 0.21
7. H 0.21
8. H 0.21
9. C -0.64
10. C -0.21
11. C -0.05
12. C -0.21
13. C -0.23
14. C -0.22
15. C -0.21
16. H 0.22
17. H 0.21
18. H 0.21
19. H 0.22
20. H 0.23
21. H 0.22
22. H 0.22
23. H 0.23

=====

From most stable to least stable, the computed energies give entry Q, entry R, entry P.

=====

Entry P
Formula: C9H14
Source: the OMol25 dataset
Level of theory: ωB97M-V with the def2-TZVPD basis set

Positions of all 23 atoms, in Å:
C -1.5282 -2.0482 -1.6590
C -1.4157 0.3174 -2.1127
C -1.3738 -0.6592 -1.1211
C -1.1414 1.6593 -1.7713
C -0.8636 1.9681 -0.4490
C -1.1685 -0.3293 0.2269
C -1.0966 1.0076 0.5495
H -1.6383 0.1188 -3.1518
H -0.7982 2.3666 -2.5215
H -1.6357 -2.8212 -0.8853
H -0.6739 -2.3124 -2.3016
H -0.5714 2.9674 -0.1630
H -1.1539 -1.1658 0.9236
H -1.0556 1.4081 1.5665
H -2.3977 -2.1071 -2.3221
C 2.1410 0.2837 2.5967
C 2.4512 -0.3269 1.1933
H 2.7112 -0.1746 3.4091
H 2.4771 1.3072 2.5667
H 1.0872 -0.0073 2.8004
H 2.0821 -1.3565 1.1520
H 3.5258 -0.4261 1.0248
H 2.0368 0.3302 0.4488

The value obtained for the HOMO-LUMO gap is 9.93 eV. As for the spin multiplicity: 1. As for the SMILES: Cc1ccccc1.CC.

Charges obtained by natural (NBO) population analysis, quoted in units of e:
1. C -0.63
2. C -0.22
3. C -0.01
4. C -0.20
5. C -0.23
6. C -0.23
7. C -0.20
8. H 0.21
9. H 0.21
10. H 0.21
11. H 0.22
12. H 0.21
13. H 0.22
14. H 0.21
15. H 0.22
16. C -0.61
17. C -0.60
18. H 0.20
19. H 0.21
20. H 0.21
21. H 0.20
22. H 0.20
23. H 0.21

=====

Entry Q
Formula: C9H14
Source: the OMol25 dataset
Level of theory: ωB97M-V with the def2-TZVPD basis set

Positions of all 23 atoms, in Å:
C -3.3078 -0.8976 -0.0156
C -2.1291 -0.0085 -0.0191
C -2.6050 1.4497 0.0853
C -0.9673 -0.6661 0.0157
C 0.2356 -0.0649 -0.1559
C 1.1964 -0.8489 -0.3332
C 2.6135 -0.3755 -0.4435
C 3.4331 -0.1639 0.8017
C 3.2339 0.9090 -0.2890
H -2.8213 -1.9856 0.6685
H -4.0270 -0.4345 0.6766
H -4.0500 -0.7887 -0.9160
H -3.3850 1.7369 -0.6383
H -1.7514 2.0820 -0.2839
H -2.8910 1.7089 1.0773
H -0.8849 -1.7517 -0.1711
H 0.3777 1.0334 -0.2734
H 0.9836 -1.9471 -0.3108
H 3.1601 -1.0432 -1.0591
H 4.3230 -0.8467 0.8179
H 2.6505 -0.0369 1.7640
H 4.2408 1.1990 -0.8401
H 2.3714 1.7408 -0.1579

The value obtained for the HOMO-LUMO gap is 8.85 eV. As for the spin multiplicity: 1.

Charges obtained by natural (NBO) population analysis, quoted in units of e:
1. C -0.63
2. C 0.01
3. C -0.65
4. C -0.23
5. C -0.26
6. C -0.12
7. C -0.30
8. C -0.42
9. C -0.42
10. H 0.21
11. H 0.20
12. H 0.23
13. H 0.22
14. H 0.21
15. H 0.23
16. H 0.20
17. H 0.20
18. H 0.19
19. H 0.20
20. H 0.23
21. H 0.22
22. H 0.24
23. H 0.22

=====

From most stable to least stable, the computed energies give entry P, entry Q.

=====

Entry P
Formula: C9H14
Source: the OMol25 dataset
Level of theory: ωB97M-V with the def2-TZVPD basis set

Positions of all 23 atoms, in Å:
C 1.4888 -1.8786 1.2082
C 0.8177 2.1830 -0.3057
C 1.5784 1.9710 0.8477
C 0.6358 1.0681 -1.1585
C 1.8656 0.6831 1.2592
C 0.8168 -0.2850 -0.6708
C 1.4067 -0.5011 0.5363
H 0.4897 3.1915 -0.5817
H 1.9694 2.8082 1.4879
H 0.0893 1.0728 -2.1102
H 2.4248 0.4278 2.2175
H 0.3637 -1.0641 -1.2846
H 1.6127 -1.7227 2.1954
H 2.2393 -2.5532 0.7788
H 0.5027 -2.2837 1.0836
C -3.9924 -1.2787 -1.2874
C -2.8124 -0.8760 -0.2862
H -4.9063 -0.6442 -1.3403
H -3.5857 -1.2435 -2.2584
H -4.4014 -2.3021 -0.9884
H -2.5001 -1.7303 0.3302
H -1.9138 -0.3926 -0.7988
H -3.2143 -0.0794 0.4117

The value obtained for the HOMO-LUMO gap is 9.95 eV. As for the spin multiplicity: 1. As for the SMILES: Cc1ccccc1.CC.

Charges obtained by natural (NBO) population analysis, quoted in units of e:
1. C -0.62
2. C -0.23
3. C -0.22
4. C -0.20
5. C -0.21
6. C -0.23
7. C 0.00
8. H 0.22
9. H 0.22
10. H 0.21
11. H 0.21
12. H 0.21
13. H 0.21
14. H 0.22
15. H 0.22
16. C -0.62
17. C -0.62
18. H 0.21
19. H 0.20
20. H 0.20
21. H 0.21
22. H 0.21
23. H 0.21

=====

Entry Q
Formula: C9H14
Source: the OMol25 dataset
Level of theory: ωB97M-V with the def2-TZVPD basis set

Positions of all 23 atoms, in Å:
C -1.8387 -2.1910 -1.6816
C -0.8872 -1.3330 -2.4890
H -1.4608 -3.2195 -1.6737
H -1.9213 -1.9734 -0.6084
H -2.8923 -2.2382 -1.9626
H 0.1123 -1.3051 -2.0552
H -0.6971 -1.8188 -3.4470
H -1.3176 -0.3496 -2.6612
C 0.3540 -0.4253 2.7497
C -0.0463 0.3497 0.3972
C 0.6933 0.4068 1.5585
C 0.0805 1.3599 -0.5590
C 1.0198 2.3736 -0.4402
C 1.6100 1.4670 1.7181
C 1.7660 2.4226 0.7540
H -0.7041 -0.4933 0.2696
H -0.5886 1.3933 -1.4092
H 0.0487 0.2247 3.5702
H 1.1632 -1.0751 3.1106
H 1.2068 3.0004 -1.2989
H 2.1688 1.4610 2.6474
H 2.5699 3.1327 0.8802
H -0.4393 -1.1695 2.6306

The value obtained for the HOMO-LUMO gap is 9.94 eV. As for the spin multiplicity: 1. As for the SMILES: Cc1ccccc1.CC.

Charges obtained by natural (NBO) population analysis, quoted in units of e:
1. C -0.61
2. C -0.61
3. H 0.20
4. H 0.20
5. H 0.21
6. H 0.22
7. H 0.21
8. H 0.20
9. C -0.64
10. C -0.23
11. C 0.00
12. C -0.19
13. C -0.23
14. C -0.22
15. C -0.20
16. H 0.21
17. H 0.21
18. H 0.22
19. H 0.22
20. H 0.22
21. H 0.21
22. H 0.21
23. H 0.22

=====

Entry R
Formula: C9H14
Source: the OMol25 dataset
Level of theory: ωB97M-V with the def2-TZVPD basis set

Positions of all 23 atoms, in Å:
C -0.1554 0.5161 2.5749
C 0.3900 1.6821 -0.9949
C 1.4799 0.9236 -1.4241
C -0.2397 1.4815 0.2260
C 0.4476 0.7232 1.2100
C 2.0298 0.0718 -0.4548
C 1.5739 0.0092 0.8272
H -0.2888 2.1018 -1.7628
H 1.9854 1.1980 -2.3739
H -1.1673 1.9418 0.4879
H 2.8920 -0.5056 -0.7887
H 0.4607 -0.1098 3.1874
H -1.1029 0.0098 2.5812
H 2.2308 -0.6371 1.4477
H -0.2216 1.5277 2.9872
C -2.2062 -1.8363 -0.3226
C -1.9642 -2.4198 -1.6930
H -1.3904 -1.5868 0.3350
H -2.7250 -0.8850 -0.4891
H -2.8710 -2.4275 0.3313
H -1.5983 -1.6460 -2.3734
H -2.9391 -2.7747 -2.0655
H -1.1760 -3.1838 -1.6862

The value obtained for the HOMO-LUMO gap is 10.00 eV. As for the spin multiplicity: 1. As for the SMILES: Cc1ccccc1.CC.

Charges obtained by natural (NBO) population analysis, quoted in units of e:
1. C -0.64
2. C -0.21
3. C -0.23
4. C -0.22
5. C 0.01
6. C -0.19
7. C -0.24
8. H 0.21
9. H 0.22
10. H 0.21
11. H 0.21
12. H 0.21
13. H 0.22
14. H 0.22
15. H 0.22
16. C -0.61
17. C -0.61
18. H 0.21
19. H 0.20
20. H 0.20
21. H 0.20
22. H 0.21
23. H 0.20

=====

Entry S
Formula: C9H14
Source: the OMol25 dataset
Level of theory: ωB97M-V with the def2-TZVPD basis set

Positions of all 23 atoms, in Å:
C 2.4165 0.3079 1.5619
C 0.2398 -0.9761 1.4994
C 0.9282 0.2175 1.2300
C -1.1097 -0.9886 1.6307
C 0.2254 1.3892 0.8262
C -1.8654 0.1452 1.1315
C -1.1150 1.3295 0.8571
H 0.7228 -1.9543 1.7342
H -1.6109 -1.8092 2.1904
H 2.6513 0.7393 2.5625
H 3.0215 0.9486 0.9943
H 0.6798 2.3094 0.5702
H -2.9194 0.1235 1.3010
H -1.6553 2.3199 0.7158
H 2.8960 -0.7077 1.4836
C 0.4052 -0.9998 -3.2670
C -0.6540 -0.1583 -3.9016
H 1.2361 -0.5150 -2.7464
H -0.1531 -1.5303 -2.4376
H 0.9623 -1.7787 -3.7745
H -1.3806 -0.8580 -4.1421
H -0.3602 0.4539 -4.5995
H -0.9162 0.6600 -3.2612

The value obtained for the HOMO-LUMO gap is 9.72 eV. As for the spin multiplicity: 1. As for the SMILES: Cc1ccccc1.CC.

Charges obtained by natural (NBO) population analysis, quoted in units of e:
1. C -0.64
2. C -0.24
3. C 0.01
4. C -0.19
5. C -0.24
6. C -0.23
7. C -0.19
8. H 0.21
9. H 0.22
10. H 0.22
11. H 0.22
12. H 0.22
13. H 0.21
14. H 0.21
15. H 0.21
16. C -0.61
17. C -0.61
18. H 0.20
19. H 0.20
20. H 0.20
21. H 0.21
22. H 0.20
23. H 0.21

=====

From most stable to least stable, the computed energies give entry Q, entry R, entry P, entry S.